1.
DFT (ωB97M-V with the def2-TZVPD basis set) results for C28H32As2GeIrNO6S2 as an isolated structure.

Summary:
⟨S²⟩ = 8.77
LUMO (spin up / spin down) = 2.45 / 1.41 eV
total charge = -1
relative energy (zero: lowest compared OMol25 entry of this formula, charge and spin) = 2.27 kcal/mol
HOMO energy (spin up / spin down) = -3.596 / -5.740 eV
HOMO-LUMO gap (spin up / spin down) = 6.047 / 7.154 eV
2S+1 = 6

CARTESIAN COORDINATES (ANGSTROEM)
Ir 0.123 0.338 0.293
S 0.263 -0.014 2.569
C 1.962 0.065 3.065
C 2.239 0.458 4.374
C 3.544 0.538 4.827
C 4.601 0.224 3.985
C 4.338 -0.176 2.683
C 3.032 -0.266 2.220
As 2.608 -0.792 0.409
C 4.225 -0.389 -0.595
C 5.265 -1.302 -0.747
C 6.360 -0.985 -1.539
C 6.420 0.240 -2.188
C 5.383 1.151 -2.041
C 4.289 0.839 -1.248
C 2.735 -2.730 0.480
C 3.045 -3.448 1.628
C 3.063 -4.838 1.596
C 2.777 -5.512 0.420
C 2.465 -4.796 -0.729
C 2.436 -3.412 -0.699
H 1.418 0.715 5.031
H 3.736 0.855 5.845
H 5.622 0.294 4.338
H 5.154 -0.412 2.008
H 5.222 -2.267 -0.255
H 7.164 -1.702 -1.654
H 7.269 0.480 -2.816
H 5.412 2.105 -2.554
H 3.477 1.543 -1.137
H 3.266 -2.926 2.551
H 3.300 -5.392 2.497
H 2.787 -6.594 0.396
H 2.226 -5.316 -1.648
H 2.159 -2.851 -1.586
O -1.300 1.961 -2.868
As 0.297 1.262 -3.149
O 0.368 0.751 -4.687
O 0.635 0.199 -1.913
C 1.529 2.784 -2.962
C 2.228 3.074 -4.132
C 3.165 4.095 -4.179
C 3.408 4.860 -3.047
C 2.714 4.590 -1.876
C 1.787 3.558 -1.832
S 1.062 3.245 -0.225
O 1.034 4.509 0.460
O 1.896 2.208 0.395
O -0.277 2.657 -0.462
H -1.214 2.457 -2.035
H 2.014 2.469 -5.005
H 3.697 4.296 -5.100
H 4.130 5.666 -3.068
H 2.879 5.181 -0.985
N -2.263 0.717 0.302
H -2.695 0.207 1.062
H -2.672 0.416 -0.576
H -2.430 1.711 0.416
C -1.516 -4.396 -1.629
Ge -1.929 -2.536 -1.100
C -3.636 -2.602 -0.077
C -2.281 -1.504 -2.737
C -0.507 -1.808 -0.030
H -2.341 -4.843 -2.187
H -1.319 -5.011 -0.750
H -0.627 -4.415 -2.261
H -4.291 -3.375 -0.485
H -4.175 -1.654 -0.141
H -3.461 -2.826 0.976
H -3.273 -1.741 -3.131
H -1.543 -1.738 -3.505
H -2.218 -0.429 -2.588
H 0.064 -2.560 0.515

Atomic forces in eV per Å
0.3 -0.5 -0.2
-0.2 0.1 0.3
0.0 0.0 -0.1
0.0 0.0 0.1
0.0 0.0 0.1
0.1 0.0 0.0
0.0 0.0 0.0
0.0 0.0 0.1
-0.2 0.0 -0.2
0.0 0.0 0.0
0.0 0.0 0.0
0.0 0.0 0.0
0.0 0.0 0.0
0.0 0.0 0.0
0.0 0.0 0.0
0.0 0.0 0.0
0.0 0.0 0.0
0.0 0.0 0.0
0.0 0.0 0.0
0.0 0.0 -0.1
0.0 0.0 0.0
0.0 0.0 0.0
0.0 0.0 0.0
0.0 0.0 0.0
0.0 0.0 0.0
0.0 0.0 0.0
0.0 0.0 0.0
0.0 0.0 0.0
0.0 0.0 0.0
0.0 0.0 0.0
0.0 0.0 0.0
0.0 0.0 0.0
0.0 0.0 0.0
0.0 0.0 0.0
0.0 0.0 0.0
-0.1 0.1 0.0
0.1 0.3 0.0
0.1 -0.1 -0.2
0.0 -0.1 0.2
-0.1 -0.1 -0.1
0.0 -0.1 -0.1
0.0 0.0 0.1
-0.1 -0.1 0.0
0.1 0.1 0.0
-0.1 -0.1 0.1
0.3 0.1 0.1
0.0 0.0 0.0
0.2 0.1 0.0
-0.4 0.1 0.0
-0.1 -0.1 0.0
0.0 0.0 0.0
0.0 0.0 0.0
0.0 0.0 0.0
0.0 0.0 0.0
0.0 0.0 -0.1
0.0 0.0 0.0
0.0 0.0 0.0
0.1 0.0 0.0
0.0 0.1 0.0
0.0 0.1 -0.1
0.1 0.0 -0.1
0.0 -0.2 0.0
-0.2 -0.1 -0.1
0.0 0.0 0.0
0.0 0.0 0.0
0.0 0.0 0.0
0.0 0.0 0.0
0.0 0.0 0.0
0.0 0.0 0.0
0.0 0.0 0.0
0.0 0.0 0.0
0.0 0.1 0.1
0.0 0.0 0.0

These are the Mulliken partial charges, in e, on atoms 1 to 6:
1 Ir 3.09
2 S -0.66
3 C 0.79
4 C -0.54
5 C -0.56
6 C -0.72

---

2.
DFT (ωB97M-V with the def2-TZVPD basis set) results for a 3-piece molecular cluster, C27H56N7O4P2 overall at a distorted geometry.

Summary:
LUMO = 0.85 eV
total charge = -1
HOMO energy = -2.216 eV
HOMO-LUMO gap = 3.071 eV

CARTESIAN COORDINATES (ANGSTROEM)
N -1.445 3.179 -3.771
C -1.838 2.288 -2.938
C -1.940 0.752 -3.234
C -0.773 0.083 -2.383
C -1.196 -1.381 -1.940
C -1.142 -1.574 -0.373
C 0.109 -0.933 0.321
C 1.485 -1.545 -0.109
O 2.538 -0.655 0.433
C 3.265 -1.276 1.408
O 4.187 -2.013 1.156
C 0.510 -0.012 -3.304
C 1.733 0.864 -2.795
C 3.052 0.527 -3.312
C 4.176 1.368 -2.855
C 3.924 2.475 -1.959
C 2.588 2.781 -1.452
C 1.466 1.959 -1.881
H -1.235 2.710 -4.661
H -2.102 2.590 -1.891
H -2.955 0.377 -2.908
H -1.857 0.530 -4.340
H -0.560 -2.189 -2.404
H -2.249 -1.563 -2.315
H -1.175 -2.673 -0.144
H -2.050 -1.091 0.083
H 0.002 -1.147 1.429
H 0.164 0.181 0.241
H 1.632 -1.648 -1.208
H 1.621 -2.520 0.436
H 3.096 -1.104 2.515
H 0.821 -1.071 -3.518
H 0.237 0.441 -4.310
H 3.209 -0.314 -4.029
H 5.205 1.142 -3.212
H 4.745 3.153 -1.613
H 2.392 3.634 -0.769
H 0.455 2.210 -1.488
O -6.118 -1.994 -4.606
P -7.469 -1.376 -4.270
N -6.850 0.204 -4.035
C -6.862 1.004 -2.830
C -6.244 0.870 -5.181
N -7.639 -2.205 -2.765
C -7.902 -1.590 -1.478
C -6.812 -3.392 -2.558
N -9.116 -0.774 -4.024
C -10.098 -1.856 -4.296
C -9.555 0.368 -4.843
H -7.846 1.026 -2.353
H -6.627 2.052 -3.030
H -6.118 0.646 -2.111
H -7.015 1.249 -5.867
H -5.605 0.188 -5.748
H -5.613 1.713 -4.895
H -6.997 -1.158 -1.036
H -8.288 -2.330 -0.768
H -8.676 -0.824 -1.525
H -5.780 -3.124 -2.305
H -6.802 -4.023 -3.446
H -7.210 -4.012 -1.749
H -10.060 -2.173 -5.343
H -11.113 -1.526 -4.063
H -9.910 -2.733 -3.677
H -9.398 0.189 -5.911
H -9.047 1.291 -4.564
H -10.617 0.570 -4.678
O 5.234 -0.673 7.007
P 5.879 0.256 5.982
N 7.043 -0.917 5.513
C 8.481 -0.854 5.634
C 6.554 -2.142 4.889
N 6.549 1.340 7.150
C 7.944 1.717 7.264
C 5.956 1.334 8.485
N 6.535 1.341 4.744
C 5.690 2.563 4.642
C 6.650 0.834 3.364
H 8.890 0.091 5.267
H 8.978 -1.621 5.034
H 8.799 -1.010 6.671
H 6.278 -1.964 3.841
H 5.669 -2.526 5.402
H 7.293 -2.945 4.904
H 8.538 0.947 7.769
H 8.049 2.641 7.844
H 8.401 1.943 6.301
H 6.298 0.473 9.072
H 4.868 1.310 8.431
H 6.213 2.244 9.034
H 4.680 2.319 4.302
H 6.132 3.283 3.950
H 5.604 3.072 5.602
H 5.704 0.423 3.000
H 7.421 0.071 3.268
H 6.963 1.632 2.686

Atomic forces in eV per Å
-0.1 -0.4 0.6
-0.4 -1.1 -0.8
0.6 0.3 1.2
-0.6 -1.6 -1.6
-0.1 1.0 0.1
0.0 0.3 -0.3
0.1 -0.5 0.6
-0.8 0.0 0.8
0.0 -0.7 1.3
1.1 -0.3 -0.4
-0.4 0.2 0.1
-0.5 1.5 0.4
-0.1 -0.7 -0.4
0.2 2.7 2.1
-2.0 -0.1 0.2
-1.1 -0.3 0.1
0.0 -2.0 -1.7
2.7 0.3 -0.2
-0.1 0.1 0.2
0.3 -0.2 -0.9
0.9 0.4 -0.1
-0.1 0.5 0.6
-0.3 0.6 0.3
0.9 -0.1 0.6
0.0 0.8 0.0
0.8 -0.5 -0.4
0.2 0.2 -1.0
-0.2 -1.0 -0.4
-0.1 0.2 0.9
-0.2 0.6 -1.0
-0.7 0.5 -1.1
0.0 0.8 0.3
0.4 -0.5 0.7
-0.3 0.8 0.8
-0.8 0.3 0.4
-0.6 -0.9 -0.5
0.4 -0.7 -0.6
0.8 -0.7 -0.7
-2.2 -1.1 -3.5
3.4 2.4 7.2
0.2 1.3 -0.6
-0.4 -0.1 0.3
0.1 -0.4 -0.4
-0.2 -0.7 0.1
-0.7 0.2 0.1
0.2 -0.1 -0.3
-0.6 -1.7 -3.1
-0.3 -0.3 0.4
0.2 0.6 0.0
0.0 -0.1 0.1
0.1 -0.2 -0.3
-0.1 0.1 0.1
0.1 0.2 -0.1
0.0 -0.1 0.1
-0.1 -0.1 0.2
0.0 0.0 0.0
0.1 -0.1 -0.1
0.2 0.1 -0.2
0.0 -0.1 -0.1
0.1 0.2 0.0
-0.2 0.3 0.1
-0.2 0.1 0.0
0.1 0.2 -0.1
0.2 0.1 0.0
-0.2 0.1 0.0
0.3 -0.2 0.0
0.0 -0.3 0.0
-3.5 1.1 -2.2
7.3 -1.3 3.9
0.5 -1.2 -0.9
0.0 0.5 -0.1
-0.6 0.1 0.0
-0.4 0.5 0.5
0.2 0.5 -0.5
-0.3 -0.2 0.0
-3.6 0.3 -1.0
0.1 0.6 0.2
0.4 -0.5 -0.3
0.0 0.1 0.2
-0.3 -0.1 0.0
0.2 0.1 0.0
0.0 -0.2 -0.1
0.0 0.1 0.0
0.1 0.2 0.1
0.0 0.0 0.0
-0.2 -0.1 0.1
-0.1 -0.2 0.0
-0.1 0.0 0.1
0.1 -0.2 0.0
0.2 0.0 -0.2
0.1 0.1 -0.2
0.0 -0.2 -0.1
0.1 -0.3 0.1
0.1 0.1 -0.2
-0.2 -0.1 0.3
-0.2 0.2 0.2

These are the Mulliken partial charges, in e, on atoms 1 to 6:
1 N -0.81
2 C -0.29
3 C -0.58
4 C 1.00
5 C -1.02
6 C -0.83

---

3.
DFT (ωB97M-V with the def2-TZVPD basis set) results for C7H14N5O3Se3TeZn as an isolated structure.

Summary:
LUMO = 1.82 eV
total charge = -1
relative energy (zero: lowest compared OMol25 entry of this formula, charge and spin) = 20.29 kcal/mol
HOMO energy = -3.295 eV
HOMO-LUMO gap = 5.115 eV

CARTESIAN COORDINATES (ANGSTROEM)
Zn 0.357 -0.519 -0.815
Se 1.911 -0.368 0.996
Se -1.037 1.072 2.542
Te 0.466 3.372 -1.089
Se -0.382 1.339 -2.246
N -1.760 -1.008 -0.369
C -2.061 -2.432 -0.428
C -2.658 -3.028 0.860
C -2.119 -2.590 2.230
C -0.608 -2.519 2.421
N 0.143 -3.549 1.706
C 0.008 -4.843 1.873
N 0.373 -5.682 0.891
N -0.516 -5.309 3.029
C -0.825 -3.244 -0.921
O -0.996 -4.464 -1.119
O 0.291 -2.650 -1.012
H -1.845 -0.555 0.555
H -2.321 -0.470 -1.017
H -2.807 -2.612 -1.207
H -2.583 -4.112 0.744
H -3.727 -2.798 0.876
H -2.580 -3.260 2.964
H -2.464 -1.583 2.469
H -0.344 -2.512 3.483
H -0.230 -1.564 2.041
H 0.611 -3.229 0.857
H 0.124 -5.328 -0.057
H 0.254 -6.667 1.052
H -0.527 -4.701 3.830
H -0.580 -6.297 3.187
O -0.267 2.989 0.748
C 0.190 1.809 1.298
N 1.295 1.394 0.837

Atomic forces in eV per Å
-0.1 -0.1 0.1
0.0 0.1 0.0
-0.1 -0.1 0.0
-0.1 0.0 0.2
0.1 -0.2 -0.2
0.0 0.3 0.3
0.2 -0.1 -0.2
0.0 -0.1 0.0
0.0 -0.1 0.0
0.0 0.1 0.0
0.0 -0.2 -0.1
-0.1 0.1 0.0
0.0 0.1 0.0
0.1 0.0 -0.1
0.0 0.1 0.2
0.0 0.0 0.1
-0.2 0.1 -0.3
0.0 -0.2 -0.1
0.1 0.1 0.0
0.0 0.0 0.0
0.0 0.0 0.1
0.0 0.0 0.0
0.0 0.0 0.0
-0.1 0.1 0.0
0.0 0.0 0.0
0.0 -0.1 0.1
0.0 0.0 0.0
0.0 -0.1 0.0
0.0 0.0 0.0
0.0 0.0 0.0
0.0 0.0 0.0
0.0 0.0 0.0
-0.2 0.2 -0.1
0.3 -0.1 -0.1

These are the natural (NBO) partial charges, in e, on atoms 1 to 6:
1 Zn 1.44
2 Se -0.37
3 Se -0.56
4 Te 0.62
5 Se -0.86
6 N -0.97

---

4.
DFT (ωB97M-V with the def2-TZVPD basis set) results for H10NaO5 as an isolated structure.

Summary:
LUMO = -3.41 eV
total charge = +1
relative energy (zero: lowest compared OMol25 entry of this formula, charge and spin) = 10.24 kcal/mol
HOMO energy = -15.641 eV
HOMO-LUMO gap = 12.228 eV

CARTESIAN COORDINATES (ANGSTROEM)
Na 20.685 -11.508 -35.204
O 22.233 -12.198 -36.943
H 23.090 -12.600 -36.803
H 22.313 -11.751 -37.786
O 18.321 -10.672 -34.335
H 18.139 -10.216 -35.156
H 17.570 -11.252 -34.210
O 21.084 -9.120 -35.256
H 20.632 -8.509 -35.837
H 21.574 -8.561 -34.653
O 21.450 -11.522 -32.797
H 21.123 -12.024 -32.050
H 22.152 -10.982 -32.435
O 19.008 -12.536 -37.079
H 18.621 -11.662 -37.036
H 19.101 -12.712 -38.015

Atomic forces in eV per Å
0.0 0.0 0.2
-0.3 0.1 0.3
0.3 -0.2 0.1
0.0 0.1 -0.3
0.7 -0.2 -0.2
-0.3 0.4 -0.1
-0.3 -0.2 0.1
-0.1 -0.4 -0.2
-0.1 0.2 -0.2
0.1 0.1 0.3
-0.1 0.0 -0.5
-0.2 -0.2 0.2
0.2 0.2 0.1
0.3 0.2 0.6
-0.4 0.1 -0.2
0.1 -0.2 -0.3

These are the natural (NBO) partial charges, in e, on atoms 1 to 6:
1 Na 0.96
2 O -0.98
3 H 0.49
4 H 0.49
5 O -0.95
6 H 0.47

---

5.
DFT (ωB97M-V with the def2-TZVPD basis set) results for C3H4BrIO2 as an isolated structure at a distorted geometry.

Summary:
LUMO (spin up / spin down) = -0.53 / 0.12 eV
relative energy (zero: lowest compared OMol25 entry of this formula, charge and spin) = 91.69 kcal/mol
HOMO energy (spin up / spin down) = -7.791 / -8.192 eV
HOMO-LUMO gap (spin up / spin down) = 7.261 / 8.309 eV

CARTESIAN COORDINATES (ANGSTROEM)
C 0.597 0.690 0.135
C 1.632 -1.070 -1.058
C -2.107 0.909 1.086
O 1.365 1.509 0.499
O 0.467 -0.389 -0.484
Br -3.126 1.119 -0.482
I -2.405 -0.853 2.186
H 1.422 -2.135 -0.976
H 2.533 -0.801 -0.506
H 1.720 -0.775 -2.102
H -2.099 1.796 1.702

Atomic forces in eV per Å
-2.1 2.4 2.0
0.3 -0.1 -0.1
0.4 -0.5 -0.2
0.8 -0.7 -0.6
0.4 -1.7 -1.0
0.1 0.0 0.1
0.1 0.4 -0.2
0.0 0.2 0.0
-0.1 0.0 0.0
0.0 0.0 0.1
0.2 0.1 0.0

These are the natural (NBO) partial charges, in e, on atoms 1 to 6:
1 C 0.84
2 C -0.28
3 C -0.57
4 O -0.54
5 O -0.49
6 Br 0.08

---

6.
DFT (ωB97M-V with the def2-TZVPD basis set) results for one molecule with the formula C2H2FN at a distorted geometry.

Summary:
SMILES = N#CCF
LUMO = 0.73 eV
relative energy (zero: lowest compared OMol25 entry of this formula, charge and spin) = 0.00 kcal/mol
HOMO energy = -12.186 eV
HOMO-LUMO gap = 12.916 eV

CARTESIAN COORDINATES (ANGSTROEM)
C 0.174 0.430 -0.122
C -0.257 -0.895 0.329
H -0.095 1.098 0.698
H 1.294 0.493 -0.202
N -0.729 -1.909 0.643
F -0.386 0.783 -1.346

Atomic forces in eV per Å
1.3 0.2 0.0
-1.0 -1.6 -0.2
-0.3 0.4 -0.4
-1.0 -0.3 -0.1
0.9 1.5 -0.3
0.2 -0.2 1.0

Let us look at the natural (NBO) charges, expressed in e, one per atom:
1 C -0.05
2 C 0.22
3 H 0.21
4 H 0.21
5 N -0.27
6 F -0.33